[1]
{"formula": "C31H54CuN3OP2", "method": "ωB97M-V with the def2-TZVPD basis set", "orbital_gap_ha": [0.22327, 0.15678], "homo_ev": [-9.449, -9.134], "spin_multiplicity": 2, "s_squared": 0.7701, "total_charge": 1, "elements": ["C", "C", "C", "C", "C", "H", "H", "H", "N", "P", "P", "C", "H", "H", "C", "H", "C", "C", "C", "C", "C", "H", "H", "H", "C", "H", "H", "H", "C", "H", "H", "H", "C", "H", "H", "H", "C", "H", "H", "H", "C", "H", "H", "H", "C", "H", "H", "H", "C", "H", "H", "H", "C", "H", "H", "H", "C", "H", "H", "H", "C", "H", "H", "H", "C", "H", "H", "H", "Cu", "C", "O", "N", "C", "C", "C", "C", "C", "H", "H", "H", "H", "H", "H", "H", "H", "H", "C", "C", "N", "H", "H", "H"], "xyz": [[2.11, 1.31, -1.69], [0.15, 2.14, -0.77], [2.38, 2.53, -2.31], [0.47, 3.45, -1.18], [1.59, 3.63, -2.00], [3.17, 2.53, -3.05], [-0.20, 4.27, -0.93], [1.79, 4.61, -2.44], [1.10, 1.18, -0.83], [2.67, -1.32, -0.88], [-2.27, 2.19, 1.30], [2.91, 0.07, -2.08], [2.61, -0.28, -3.08], [3.96, 0.36, -2.19], [-1.30, 1.77, -0.55], [-1.88, 2.47, -1.16], [-4.06, 2.62, 1.01], [-1.94, 1.70, 3.09], [2.14, -2.85, -1.87], [4.41, -1.43, -0.20], [-4.86, 1.31, 0.76], [-4.99, 0.72, 1.68], [-5.86, 1.58, 0.39], [-4.39, 0.66, 0.02], [-4.67, 3.40, 2.19], [-4.80, 2.81, 3.11], [-4.07, 4.29, 2.43], [-5.67, 3.74, 1.90], [-4.16, 3.55, -0.22], [-5.18, 3.54, -0.61], [-3.91, 4.59, 0.05], [-3.50, 3.27, -1.04], [-3.03, 0.85, 3.76], [-3.11, -0.13, 3.28], [-2.73, 0.69, 4.81], [-4.04, 1.29, 3.78], [-0.68, 0.83, 3.14], [-0.85, -0.13, 2.64], [0.18, 1.32, 2.66], [-0.41, 0.63, 4.18], [-1.66, 3.05, 3.78], [-2.54, 3.69, 3.86], [-1.25, 2.89, 4.78], [-0.90, 3.60, 3.20], [4.46, -2.59, 0.83], [5.45, -2.55, 1.31], [3.68, -2.49, 1.59], [4.36, -3.57, 0.34], [4.76, -0.10, 0.51], [4.82, 0.74, -0.19], [4.05, 0.14, 1.32], [5.75, -0.23, 0.97], [5.45, -1.66, -1.31], [6.45, -1.55, -0.85], [5.40, -2.67, -1.73], [5.37, -0.93, -2.12], [1.48, -2.42, -3.19], [2.23, -2.10, -3.93], [0.96, -3.28, -3.61], [0.75, -1.61, -3.05], [1.10, -3.60, -1.00], [0.18, -3.00, -0.86], [0.84, -4.53, -1.53], [1.49, -3.85, 0.00], [3.30, -3.79, -2.21], [4.01, -3.31, -2.89], [3.81, -4.18, -1.32], [2.86, -4.65, -2.75], [0.80, -0.57, 0.21], [1.68, -0.79, 1.77], [2.10, -0.79, 2.85], [-1.04, -0.69, -0.46], [-1.52, 0.37, -0.93], [-2.42, 0.13, -2.25], [-3.30, 1.28, -2.71], [-1.42, -0.10, -3.38], [-3.30, -1.11, -2.04], [-4.09, 1.53, -1.99], [-2.71, 2.17, -2.96], [-3.81, 0.96, -3.63], [-0.88, -1.03, -3.20], [-1.95, -0.18, -4.33], [-0.69, 0.74, -3.44], [-3.68, -1.43, -3.01], [-2.69, -1.90, -1.59], [-4.15, -0.89, -1.38], [1.16, -3.86, 4.72], [1.33, -3.72, 3.29], [1.48, -3.62, 2.14], [0.11, -4.07, 4.94], [1.46, -2.93, 5.23], [1.78, -4.68, 5.10]]}

---

[2]
{"formula": "C2HN6S", "method": "ωB97M-V with the def2-TZVPD basis set", "orbital_gap_ha": 0.27947, "homo_ev": -4.609, "total_charge": -1, "elements": ["C", "C", "N", "N", "N", "N", "N", "N", "S", "H"], "xyz": [[-1.63, -1.29, 0.01], [0.48, -1.37, 0.08], [-2.92, -1.60, -0.19], [-0.49, -2.08, -0.24], [-3.53, -0.50, 0.12], [-2.71, 0.45, 0.47], [0.83, -0.14, 0.48], [-1.45, -0.04, 0.44], [2.26, -1.46, 0.21], [0.91, 0.64, -0.18]]}

---

[3]
{"formula": "C2H5S", "method": "ωB97M-V with the def2-TZVPD basis set", "orbital_gap_ha": 0.24592, "homo_ev": -2.513, "total_charge": -1, "elements": ["S", "H", "C", "C", "H", "H", "H", "H"], "xyz": [[0.60, -1.06, -1.52], [-0.52, -1.71, -1.16], [-1.15, 1.51, 1.68], [-0.05, 0.81, 1.48], [-1.31, 2.23, 2.49], [-2.07, 1.35, 1.11], [0.09, 0.12, 0.63], [0.77, 0.77, 2.19]]}

---

[4]
{"formula": "C4H10N3O", "method": "ωB97M-V with the def2-TZVPD basis set", "orbital_gap_ha": 0.39677, "homo_ev": -14.472, "total_charge": 1, "elements": ["C", "C", "C", "C", "N", "N", "N", "O", "H", "H", "H", "H", "H", "H", "H", "H", "H", "H"], "xyz": [[-2.98, 0.48, 0.35], [1.66, 0.17, 0.06], [2.61, 1.37, -0.14], [-0.33, -1.02, -0.68], [-1.83, 0.08, 0.61], [0.56, 0.03, -0.79], [-0.17, -2.06, 0.09], [1.91, -0.62, 0.95], [-3.76, 0.75, 1.17], [-3.48, 0.24, -0.69], [2.14, 2.19, -0.53], [3.40, 1.10, -0.91], [2.97, 1.72, 0.71], [-1.09, -0.88, -1.31], [0.17, 0.87, -1.20], [0.71, -2.01, 0.67], [-1.55, 0.31, 1.55], [-0.96, -2.73, 0.11]]}

---

[5]
{"formula": "C19H32Br3Cl4Cu2O9", "method": "ωB97M-V with the def2-TZVPD basis set", "orbital_gap_ha": [0.32308, 0.21647], "homo_ev": [-11.894, -11.715], "spin_multiplicity": 3, "s_squared": 2.0134, "total_charge": 1, "elements": ["Cu", "Cu", "O", "C", "C", "O", "H", "H", "H", "H", "C", "C", "O", "H", "H", "H", "H", "H", "O", "C", "O", "C", "C", "C", "H", "H", "H", "H", "H", "H", "O", "C", "O", "C", "C", "C", "H", "H", "H", "H", "H", "H", "O", "C", "O", "C", "C", "C", "H", "H", "H", "H", "H", "H", "C", "Cl", "Cl", "H", "H", "C", "Cl", "Cl", "H", "H", "C", "Br", "Br", "Br", "H"], "xyz": [[0.18, 1.45, 3.10], [1.19, 3.18, 0.36], [1.49, 1.61, 4.82], [2.41, 2.55, 4.64], [2.60, 3.11, 3.23], [1.48, 3.20, 2.43], [3.40, 2.19, 4.96], [2.12, 3.38, 5.31], [3.40, 2.57, 2.70], [2.95, 4.14, 3.38], [-1.30, -0.64, 0.62], [-0.62, 0.61, 0.05], [-0.25, 1.56, 1.00], [-1.43, -1.37, -0.17], [-2.28, -0.37, 1.04], [-0.69, -1.03, 1.44], [-1.31, 1.19, -0.59], [0.22, 0.29, -0.60], [1.40, -5.82, 0.55], [0.32, -5.33, 0.44], [-0.55, -5.71, -0.51], [-1.73, -4.89, -0.43], [-1.77, -4.34, 0.99], [-0.30, -4.31, 1.38], [-2.66, -5.30, -0.79], [-1.47, -4.04, -1.09], [-2.36, -4.95, 1.69], [-2.33, -3.40, 1.02], [-0.10, -4.59, 2.41], [0.11, -3.31, 1.24], [1.45, -0.48, 2.69], [2.17, -0.98, 1.88], [2.23, -2.30, 1.80], [3.21, -2.75, 0.84], [4.11, -1.51, 0.60], [3.16, -0.31, 0.94], [2.79, -3.14, -0.08], [3.85, -3.53, 1.25], [4.40, -1.48, -0.45], [4.99, -1.59, 1.23], [2.72, 0.05, 0.01], [3.70, 0.38, 1.58], [-0.16, 3.48, -1.38], [-0.50, 3.50, -2.52], [0.23, 2.93, -3.46], [-0.22, 3.33, -4.76], [-1.14, 4.54, -4.56], [-1.63, 4.26, -3.15], [-0.65, 2.50, -5.34], [0.67, 3.57, -5.35], [-1.95, 4.59, -5.27], [-0.51, 5.43, -4.52], [-2.44, 3.52, -3.20], [-1.93, 5.09, -2.53], [-3.36, 2.41, 0.61], [-4.44, 3.19, 1.78], [-4.04, 2.66, -1.03], [-2.45, 2.97, 0.63], [-3.39, 1.35, 0.80], [2.41, -0.94, -3.48], [1.70, -2.24, -2.52], [1.85, -0.95, -5.14], [2.05, -0.02, -3.04], [3.49, -0.99, -3.44], [-4.81, -1.67, 0.85], [-5.93, -3.21, 0.99], [-5.40, -0.23, 1.98], [-4.56, -1.16, -1.01], [-3.82, -1.92, 1.18]]}

---

[6]
{"formula": "C12H33BrN3O3", "method": "ωB97M-V with the def2-TZVPD basis set", "orbital_gap_ha": 0.29299, "homo_ev": -4.931, "total_charge": -1, "elements": ["Br", "C", "C", "C", "O", "C", "N", "H", "H", "H", "H", "H", "H", "H", "H", "H", "H", "H", "C", "C", "C", "O", "C", "N", "H", "H", "H", "H", "H", "H", "H", "H", "H", "H", "H", "C", "C", "C", "O", "C", "N", "H", "H", "H", "H", "H", "H", "H", "H", "H", "H", "H"], "xyz": [[9.61, 7.69, 10.70], [6.59, 5.71, 11.81], [6.95, 6.34, 13.13], [5.91, 6.01, 14.18], [6.14, 6.67, 15.47], [5.44, 7.86, 15.54], [8.31, 5.86, 13.63], [7.40, 5.76, 11.09], [5.63, 6.21, 11.42], [6.17, 4.71, 12.07], [7.06, 7.44, 13.08], [5.90, 4.95, 14.40], [4.94, 6.34, 13.88], [5.67, 8.31, 16.50], [4.36, 7.67, 15.49], [5.69, 8.66, 14.82], [8.29, 4.84, 13.74], [8.94, 5.98, 12.86], [7.12, 11.64, 14.13], [7.49, 10.34, 13.36], [7.49, 10.67, 11.88], [6.25, 11.30, 11.44], [5.62, 10.72, 10.30], [8.73, 9.83, 13.89], [6.19, 12.04, 13.70], [7.99, 12.31, 14.19], [6.79, 11.41, 15.14], [6.65, 9.62, 13.45], [7.61, 9.77, 11.39], [8.31, 11.29, 11.58], [5.13, 11.54, 9.77], [4.82, 10.05, 10.63], [6.43, 10.11, 9.80], [8.68, 9.19, 14.66], [9.24, 9.30, 13.12], [9.04, 9.80, 5.71], [9.13, 9.41, 7.20], [8.63, 8.02, 7.28], [7.17, 7.95, 7.28], [6.66, 6.68, 7.55], [10.45, 9.68, 7.66], [9.62, 9.12, 5.05], [9.49, 10.79, 5.60], [8.07, 9.88, 5.32], [8.39, 10.03, 7.72], [8.97, 7.74, 8.27], [9.04, 7.45, 6.49], [7.09, 6.19, 8.45], [6.73, 6.06, 6.62], [5.56, 6.77, 7.63], [11.10, 9.01, 7.24], [10.44, 9.23, 8.57]]}